Record 1
DFT (ωB97M-V with the def2-TZVPD basis set) results for C4H10N2OS in the gas phase in a non-equilibrium geometry.

Results
HOMO, eV: -8.869
Electronic energy, Eh: -741.3065
LUMO level, eV: 0.706
SMILES string: CCO/C(=N/C)NS
Energy relative to the best compared isomer or geometry (same formula, charge and spin), kJ/mol: 187.6
Largest force on an atom, eV/A: 1.86

Atoms and positions in Å:
C (-0.698, 0.693, 2.560)
C (-0.322, 1.495, 1.274)
C (-0.220, 0.049, -0.636)
C (1.591, -1.535, -0.794)
H (-0.243, 1.093, 3.483)
H (-0.317, -0.363, 2.501)
H (-1.797, 0.675, 2.667)
H (-0.794, 2.472, 1.445)
H (0.770, 1.619, 1.144)
H (-1.912, 0.236, -1.735)
H (0.130, -0.154, -3.822)
H (2.146, -1.197, -1.702)
H (2.322, -1.933, -0.068)
H (0.940, -2.334, -1.219)
N (-0.992, -0.245, -1.740)
N (0.865, -0.452, -0.222)
O (-0.895, 1.005, 0.038)
S (-0.574, -1.125, -3.173)

Record 2
DFT (ωB97M-V with the def2-TZVPD basis set) results for 10 unconnected molecules or ions with the total composition C53H89BFNO24S2 in a non-equilibrium geometry.

Results
HOMO, eV: -8.697
Electronic energy, Eh: -4854.6835
LUMO level, eV: 0.138
SMILES string: CCO[C@@]1(CCCCCN)[C@@H](CCF)CS(=O)(=O)O[C@@]1(CSCC)B(O)OC.O=C1CCCO1.O=C1CCCO1.O=C1CCCO1.O=C1CCCO1.O=C1CCCO1.O=C1CCCO1.O=C1CCCO1.O=C1CCCO1.O=C1CCCO1
Largest force on an atom, eV/A: 1.53

Atoms and positions in Å:
C (-2.941, 3.125, 3.054)
C (-2.150, 4.105, 2.183)
O (-1.351, 3.419, 1.237)
C (-1.252, 3.929, -0.095)
C (-2.635, 3.775, -0.781)
C (-3.385, 2.501, -0.465)
C (-4.515, 2.317, -1.515)
C (-5.779, 1.789, -0.855)
C (-7.003, 1.887, -1.743)
N (-7.083, 0.860, -2.787)
C (-0.910, 5.436, -0.125)
C (0.168, 5.871, 0.866)
C (0.569, 7.336, 0.712)
F (0.551, 7.940, 1.983)
C (-0.516, 5.773, -1.563)
S (1.058, 5.014, -1.939)
O (2.117, 5.837, -1.479)
O (1.115, 4.729, -3.334)
O (1.089, 3.728, -1.014)
C (-0.184, 3.046, -0.783)
C (-0.589, 2.358, -2.084)
S (0.509, 0.966, -2.519)
C (2.163, 1.586, -2.907)
C (3.157, 1.167, -1.800)
B (0.165, 1.837, 0.269)
O (1.329, 1.989, 0.996)
O (-0.671, 0.782, 0.426)
C (-0.042, -0.518, 0.506)
H (-3.994, 3.362, 2.987)
H (-2.792, 2.103, 2.741)
H (-2.684, 3.269, 4.090)
H (-2.842, 4.827, 1.766)
H (-1.500, 4.650, 2.855)
H (-2.562, 3.880, -1.855)
H (-3.259, 4.593, -0.443)
H (-3.862, 2.509, 0.501)
H (-2.751, 1.629, -0.514)
H (-4.731, 3.310, -1.902)
H (-4.194, 1.650, -2.305)
H (-5.574, 0.768, -0.565)
H (-5.981, 2.356, 0.045)
H (-7.079, 2.889, -2.151)
H (-7.861, 1.748, -1.098)
H (-7.197, -0.024, -2.304)
H (-6.164, 0.823, -3.218)
H (-1.795, 6.014, 0.102)
H (-0.166, 5.809, 1.887)
H (1.078, 5.289, 0.803)
H (1.574, 7.448, 0.338)
H (-0.161, 7.884, 0.125)
H (-1.223, 5.404, -2.291)
H (-0.394, 6.826, -1.746)
H (-1.541, 1.872, -2.011)
H (-0.642, 3.010, -2.948)
H (2.212, 2.655, -2.997)
H (2.516, 1.176, -3.841)
H (4.084, 0.780, -2.195)
H (3.315, 1.986, -1.118)
H (2.711, 0.376, -1.215)
H (1.172, 2.763, 1.563)
H (1.033, -0.477, 0.431)
H (-0.376, -1.086, -0.352)
H (-0.360, -1.078, 1.371)
O (0.763, -3.944, 0.019)
C (1.904, -3.813, 0.366)
O (2.259, -3.427, 1.600)
C (3.695, -3.240, 1.665)
C (4.255, -4.080, 0.528)
C (3.134, -3.996, -0.503)
H (3.907, -2.180, 1.544)
H (4.051, -3.557, 2.641)
H (5.217, -3.722, 0.168)
H (4.378, -5.114, 0.855)
H (3.240, -3.119, -1.146)
H (3.047, -4.893, -1.109)
O (6.092, -0.610, -1.473)
C (6.477, -0.790, -2.592)
O (6.034, -1.813, -3.356)
C (6.743, -1.843, -4.609)
C (7.274, -0.428, -4.798)
C (7.512, 0.015, -3.355)
H (7.543, -2.581, -4.534)
H (6.057, -2.147, -5.395)
H (8.158, -0.383, -5.431)
H (6.505, 0.199, -5.251)
H (8.503, -0.267, -2.995)
H (7.354, 1.079, -3.209)
O (4.828, -0.477, 2.908)
C (4.889, 0.708, 2.828)
O (4.921, 1.508, 3.925)
C (4.884, 2.891, 3.528)
C (5.383, 2.906, 2.091)
C (4.899, 1.550, 1.573)
H (3.853, 3.246, 3.614)
H (5.511, 3.469, 4.203)
H (5.018, 3.757, 1.521)
H (6.473, 2.936, 2.079)
H (3.881, 1.600, 1.182)
H (5.565, 1.125, 0.826)
O (5.640, 4.157, 9.054)
C (4.910, 3.369, 8.527)
O (5.057, 2.967, 7.239)
C (3.969, 2.093, 6.870)
C (3.433, 1.541, 8.183)
C (3.695, 2.701, 9.142)
H (3.223, 2.683, 6.332)
H (4.344, 1.318, 6.211)
H (2.390, 1.235, 8.124)
H (4.020, 0.673, 8.486)
H (2.874, 3.419, 9.155)
H (3.913, 2.366, 10.152)
O (-5.071, -1.865, -4.765)
C (-6.115, -1.889, -5.348)
O (-6.911, -2.984, -5.374)
C (-8.044, -2.752, -6.232)
C (-8.186, -1.243, -6.307)
C (-6.738, -0.784, -6.177)
H (-7.835, -3.196, -7.207)
H (-8.916, -3.240, -5.804)
H (-8.683, -0.904, -7.214)
H (-8.761, -0.880, -5.454)
H (-6.231, -0.744, -7.143)
H (-6.656, 0.173, -5.670)
O (0.505, -5.629, -4.533)
C (-0.431, -5.475, -3.804)
O (-1.592, -4.905, -4.222)
C (-2.488, -4.752, -3.104)
C (-2.023, -5.771, -2.077)
C (-0.521, -5.817, -2.332)
H (-2.414, -3.727, -2.736)
H (-3.509, -4.934, -3.431)
H (-2.290, -5.503, -1.057)
H (-2.466, -6.746, -2.296)
H (0.006, -5.051, -1.758)
H (-0.094, -6.796, -2.135)
O (-7.251, -8.914, -5.550)
C (-6.410, -8.084, -5.730)
O (-5.096, -8.309, -5.502)
C (-4.339, -7.100, -5.704)
C (-5.201, -6.236, -6.612)
C (-6.611, -6.654, -6.190)
H (-4.168, -6.633, -4.732)
H (-3.379, -7.345, -6.151)
H (-4.997, -5.172, -6.508)
H (-5.032, -6.511, -7.654)
H (-6.978, -6.068, -5.347)
H (-7.324, -6.614, -7.009)
O (-7.009, -0.330, 0.975)
C (-6.600, -1.419, 1.256)
O (-7.160, -2.555, 0.784)
C (-6.523, -3.706, 1.371)
C (-5.154, -3.215, 1.823)
C (-5.445, -1.758, 2.180)
H (-7.138, -4.051, 2.204)
H (-6.465, -4.495, 0.626)
H (-4.737, -3.800, 2.640)
H (-4.452, -3.255, 0.989)
H (-5.782, -1.645, 3.211)
H (-4.599, -1.102, 1.992)
O (6.774, -1.360, 9.048)
C (7.585, -0.500, 8.867)
O (8.908, -0.677, 9.102)
C (9.616, 0.560, 8.899)
C (8.723, 1.387, 7.984)
C (7.330, 0.919, 8.400)
H (9.767, 1.034, 9.871)
H (10.587, 0.343, 8.461)
H (8.879, 2.459, 8.081)
H (8.905, 1.114, 6.943)
H (6.941, 1.501, 9.237)
H (6.630, 0.935, 7.571)

Question: Look up the LUMO level of the second one.
Answer: 0.138 eV